No. 1
Molecular formula: C24H22NO2
Method: DFT, ωB97M-V/def2-TZVPD

Properties
total energy	-1132.639121	a.u.
charge	+1
orbital gap	6.18	eV
molar mass	356.445	g mol⁻¹
multiplicity	1

Positions of all 49 atoms, in Å:
1 O 5.615 2.060 -0.613
2 O -4.372 0.050 0.897
3 N 3.138 -2.794 1.398
4 C 1.801 -2.398 1.473
5 C 2.011 -4.654 1.924
6 C -2.688 -1.363 -0.135
7 C 1.092 -1.193 -0.153
8 C 3.161 1.999 -0.447
9 C -0.303 -0.756 -0.020
10 C -6.446 2.469 -1.820
11 C -6.045 0.305 -0.801
12 C -0.687 0.395 0.695
13 C -4.823 2.264 -0.021
14 C -5.517 3.046 -0.948
15 C 3.259 -4.153 1.539
16 C -6.697 1.095 -1.747
17 C 4.481 0.024 -1.029
18 C 4.428 1.397 -0.677
19 C -1.358 -1.580 -0.493
20 C 2.090 -0.213 -0.562
21 C 3.334 -0.732 -1.013
22 C -5.086 0.895 0.025
23 C -3.020 -0.211 0.606
24 C 5.624 3.441 -0.153
25 C 1.131 -3.549 1.998
26 C 2.013 1.211 -0.510
27 C -2.014 0.680 1.005
28 H 3.081 3.084 -0.264
29 H 1.602 -1.372 1.770
30 H -6.957 3.077 -2.572
31 H 0.057 1.061 1.116
32 H 0.111 -3.558 2.349
33 H -2.265 1.606 1.535
34 H 1.058 1.730 -0.431
35 H -7.388 0.616 -2.440
36 H 6.677 3.733 -0.195
37 H 5.446 -0.390 -1.311
38 H -6.216 -0.767 -0.715
39 H 3.918 -2.185 1.164
40 H 1.779 -5.699 2.098
41 H -1.139 -2.464 -1.093
42 H 1.165 -2.119 -0.729
43 H 5.244 3.507 0.880
44 H -5.303 4.112 -0.999
45 H -3.516 -2.015 -0.458
46 H -4.077 2.689 0.650
47 H 4.191 -4.669 1.336
48 H 5.018 4.068 -0.826
49 H 3.390 -1.784 -1.285

Forces on atoms 1 to 6 (eV/Å):
-1.1041 -0.2165 0.1445
1.1380 -0.2968 0.0478
0.5473 -0.7839 -1.1100
0.3530 -0.0640 2.1817
-0.2764 0.7394 -0.0160
-0.1087 0.6454 -0.1514

***

No. 2
Molecular formula: C24H23ClNO5PW
Method: DFT, ωB97M-V/def2-TZVPD

Properties
total energy	-2227.428175	a.u.
energy above the lowest of the compared OMol25 structures with the same formula, charge and spin	0.0	kcal per mole
charge	+2
orbital gap (alpha / beta)	7.18 / 7.61	eV
molar mass	655.717	g mol⁻¹
⟨S²⟩	2.01
multiplicity	3

Positions of all 56 atoms, in Å:
1 W 0.658 -1.010 0.158
2 Cl -0.166 -0.560 2.593
3 P -1.076 0.770 -0.026
4 O 1.774 -1.613 -1.539
5 O -1.783 -3.461 1.279
6 O 3.530 -0.472 2.841
7 O -0.515 -2.528 -0.360
8 O 2.363 -0.400 0.914
9 N 1.637 -2.862 0.943
10 C -3.716 0.240 -0.431
11 C -5.144 1.526 -1.869
12 C 2.633 -3.284 -0.107
13 C 1.068 0.857 -3.453
14 C 0.587 -3.906 1.189
15 C -2.813 2.094 -1.726
16 C 1.446 1.824 -0.852
17 C 2.144 -3.027 -1.513
18 C 2.238 1.544 -3.103
19 C 2.851 -1.005 2.029
20 C -1.071 3.168 1.444
21 C -0.828 1.797 1.423
22 C -4.970 0.488 -0.965
23 C 0.092 0.638 -2.503
24 C -4.073 2.326 -2.252
25 C -0.815 3.899 2.594
26 C -0.748 -3.324 0.712
27 C -0.353 1.200 2.583
28 C 0.277 1.126 -1.187
29 C 2.433 2.015 -1.813
30 C -2.645 1.050 -0.813
31 C -0.318 3.269 3.729
32 C 2.396 -2.460 2.160
33 C -0.085 1.898 3.739
34 H 0.530 -4.162 2.243
35 H 2.996 1.716 -3.857
36 H -0.816 0.104 -2.760
37 H -3.570 -0.579 0.265
38 H 3.338 2.546 -1.552
39 H 1.969 -1.141 -2.362
40 H 1.587 2.204 0.152
41 H -1.002 4.964 2.607
42 H -4.220 3.130 -2.960
43 H 2.867 -4.342 0.026
44 H -6.124 1.714 -2.287
45 H -1.464 3.660 0.562
46 H 3.542 -2.708 0.057
47 H -5.808 -0.133 -0.680
48 H 0.286 1.397 4.622
49 H 3.260 -3.105 2.324
50 H 0.924 0.518 -4.471
51 H -1.976 2.713 -2.024
52 H 1.269 -3.611 -1.790
53 H 1.757 -2.538 3.038
54 H 0.814 -4.814 0.630
55 H 2.951 -3.190 -2.224
56 H -0.117 3.842 4.623

Forces on atoms 1 to 6 (eV/Å):
-0.1231 0.2591 0.1624
0.0744 -0.2003 -0.1233
0.1828 -0.0041 -0.1908
-0.0185 -0.3271 0.1176
-0.0990 -0.1005 -0.2963
0.0612 0.0946 -0.0533

***

No. 3
Molecular formula: C24H23FNO6S2
Method: DFT, ωB97M-V/def2-TZVPD

Properties
total energy	-2330.771457	a.u.
energy above the lowest of the compared OMol25 structures with the same formula, charge and spin	1.0	kcal per mole
charge	-1
orbital gap	5.19	eV
molar mass	504.581	g mol⁻¹
multiplicity	1

Positions of all 57 atoms, in Å:
1 S -2.681 -1.462 2.520
2 S 2.517 -3.489 -1.288
3 F 2.243 -1.130 -0.125
4 O 2.558 -3.891 -2.674
5 O 1.921 -4.331 -0.269
6 O -0.168 -2.557 -2.212
7 O -2.825 -1.886 1.146
8 O -3.457 -2.090 3.559
9 O -0.237 -0.523 -1.158
10 N -1.026 -1.548 2.946
11 C 5.759 -2.763 1.089
12 C 3.007 -1.516 4.268
13 C 4.214 -3.131 -0.743
14 C -2.995 0.308 2.623
15 C -2.989 2.485 1.575
16 C -3.645 0.849 3.744
17 C 3.696 -2.738 4.298
18 C 1.685 -1.470 3.820
19 C 5.187 -2.697 -1.653
20 C 6.727 -2.337 0.179
21 C -3.956 2.209 3.770
22 C 1.753 -1.843 -1.142
23 C -3.652 3.035 2.681
24 C -1.509 -2.242 -2.654
25 C -1.990 -3.351 -3.566
26 C -4.022 4.493 2.732
27 C 0.363 -1.548 -1.470
28 C 4.502 -3.159 0.623
29 C 6.445 -2.296 -1.185
30 C -2.657 1.130 1.542
31 C -0.318 -2.613 2.861
32 C 1.060 -2.642 3.351
33 C 1.768 -3.858 3.374
34 C 3.069 -3.911 3.852
35 H -1.483 -1.280 -3.186
36 H 3.729 -3.459 1.327
37 H -3.774 5.010 1.803
38 H -1.362 -3.426 -4.463
39 H 4.714 -2.783 4.677
40 H 5.962 -2.770 2.160
41 H 7.701 -2.023 0.543
42 H -0.680 -3.577 2.459
43 H 3.505 -0.605 4.606
44 H -4.445 2.644 4.647
45 H -2.153 -2.133 -1.767
46 H -5.094 4.634 2.914
47 H 1.120 -0.538 3.822
48 H 7.193 -1.933 -1.891
49 H -3.502 5.009 3.548
50 H 1.262 -4.754 3.009
51 H -2.133 0.713 0.682
52 H 3.597 -4.868 3.875
53 H -2.730 3.131 0.731
54 H 4.946 -2.647 -2.713
55 H -3.013 -3.148 -3.900
56 H -1.992 -4.321 -3.055
57 H -3.902 0.215 4.589

Forces on atoms 1 to 6 (eV/Å):
0.9971 -0.3852 -0.6045
-1.4930 3.0779 0.5204
0.9843 0.9428 1.8031
0.1903 -0.5534 0.2354
0.5344 -1.0550 0.0183
-1.4755 0.2721 -0.5759

***

No. 4
Molecular formula: C24H23N12O2ReS2
Method: DFT, ωB97M-V/def2-TZVPD

Properties
total energy	-2609.733229	a.u.
energy above the lowest of the compared OMol25 structures with the same formula, charge and spin	33.3	kcal per mole
charge	+3
orbital gap (alpha / beta)	5.80 / 3.44	eV
molar mass	761.871	g mol⁻¹
⟨S²⟩	0.76
multiplicity	2

Positions of all 64 atoms, in Å:
1 Re -0.697 -0.669 0.641
2 S 2.120 -0.438 0.944
3 S -1.247 2.940 -5.767
4 O 2.788 -0.764 2.154
5 O 1.212 -1.550 0.400
6 N 6.252 1.037 -2.919
7 N 1.334 3.010 -5.154
8 N -0.994 1.069 1.781
9 N -6.214 -3.091 0.859
10 N -4.166 -2.720 1.805
11 N -0.524 0.354 -1.286
12 N -2.895 -1.550 -1.839
13 N 0.969 0.641 1.026
14 N -4.566 -2.307 -0.516
15 N -0.863 -1.635 2.542
16 N -2.482 -1.697 0.466
17 N 0.748 2.506 2.539
18 C 5.259 0.702 -2.060
19 C 0.299 1.488 1.853
20 C 0.713 0.759 -3.300
21 C 4.652 1.681 -1.247
22 C 4.795 -0.628 -1.984
23 C -4.974 -2.689 0.701
24 C 3.214 0.019 -0.306
25 C -2.038 -2.256 2.773
26 C -2.344 -2.881 3.964
27 C -0.178 3.183 3.224
28 C -2.983 -2.239 1.643
29 C -0.101 1.848 -3.594
30 C -1.142 2.166 -2.727
31 C -1.920 1.757 2.463
32 C -0.195 -2.229 4.756
33 C 0.128 2.636 -4.837
34 C -1.531 2.849 3.209
35 C 3.648 1.342 -0.371
36 C -1.397 -2.873 4.980
37 C -1.311 1.398 -1.590
38 C 0.036 -1.619 3.532
39 C 0.466 0.043 -2.143
40 C -3.335 -1.868 -0.614
41 C 3.797 -0.970 -1.102
42 H 6.720 1.922 -2.813
43 H -1.600 -3.360 5.924
44 H 0.178 4.025 3.805
45 H 5.259 -1.391 -2.595
46 H -1.910 -1.487 -2.019
47 H 1.077 -0.811 -1.886
48 H 1.542 3.505 -6.014
49 H 1.514 0.440 -3.955
50 H 5.010 2.703 -1.285
51 H -3.502 -1.816 -2.600
52 H -1.796 3.010 -2.903
53 H 2.104 2.854 -4.515
54 H -6.843 -3.115 0.070
55 H -2.946 1.417 2.409
56 H 3.485 -2.004 -1.019
57 H 0.977 -1.123 3.342
58 H 3.215 2.098 0.275
59 H -3.305 -3.361 4.074
60 H 0.575 -2.193 5.513
61 H -2.103 1.627 -0.890
62 H -6.528 -3.418 1.759
63 H 6.800 0.309 -3.348
64 H -2.255 3.419 3.771

Forces on atoms 1 to 6 (eV/Å):
0.2230 -0.0931 -0.1908
-0.2054 -0.1207 0.1752
0.0897 -0.0103 0.0048
0.0216 0.0181 -0.0067
0.0140 0.0244 0.1411
-0.0071 -0.0030 -0.0044

***

> Number 4 is which compound?

C24H23N12O2ReS2